Entry 1:
7 unconnected molecules or ions with the total composition C44H99N5O9 in a non-equilibrium geometry. Source: the Open Molecules 2025 dataset; level of theory: wB97M-V/def2-TZVPD.

2S+1: 1
SMILES: CC1(C)CCCC(C)(C)N1O.CC1(C)CCCC(C)(C)N1O.CC1(C)CCCC(C)(C)N1O.CC1(C)CCCC(C)(C)N1O.COC[C@H](C)N.OCCO.OCCO
E_tot in eV: -73101.5865
HOMO in eV: -7.949
Total charge: 0
Energy above the lowest of the compared OMol25 structures with the same formula, charge and spin in kcal per mole: 0.0

```
157
Properties=species:S:1:pos:R:3:forces:R:3
C -14.060510 -12.957910 23.592440 0.1432 0.0538 1.2082
C -14.569050 -11.608020 24.141030 -0.4060 0.6828 0.6547
C -13.494570 -10.532930 24.071880 0.6568 0.5743 -0.9470
C -15.755860 -11.200800 23.222270 0.0707 0.0998 -0.3366
C -16.755940 -10.207970 23.792330 1.3478 -0.3216 -0.4017
C -17.186670 -10.742200 25.111500 -0.7123 1.3831 1.4282
C -16.063380 -10.935020 26.185660 -0.7537 -1.2593 0.9900
C -15.570410 -9.602420 26.807750 0.1440 0.4663 -0.5307
C -16.691030 -11.808310 27.378990 0.3408 0.5702 -0.8477
N -14.992540 -11.719790 25.570800 -1.2252 -1.2349 -1.3906
O -13.923670 -12.109510 26.406550 -0.0977 0.7462 0.0094
H -14.808050 -13.704420 23.860790 -0.0221 -0.1400 -0.2942
H -13.854100 -12.959960 22.522170 -0.2652 0.2469 -0.0093
H -13.136450 -13.244190 24.094690 0.0794 0.0171 0.0499
H -13.878310 -9.538050 23.845910 -0.4504 0.0945 0.1671
H -12.877670 -10.409130 24.961930 -0.0275 -0.4749 -0.0071
H -12.864370 -10.745910 23.208400 0.4177 -0.0399 0.0155
H -15.315740 -10.788300 22.314390 0.2039 -0.0438 -0.1478
H -16.313730 -12.076430 22.890380 0.0455 -0.2966 0.2070
H -16.279610 -9.233970 23.904310 0.0162 0.1732 0.0839
H -17.596840 -10.071940 23.112280 -0.0353 -0.0624 0.0183
H -17.888760 -11.564750 24.975190 0.5313 -0.5609 0.2138
H -17.813930 -9.946240 25.512880 -0.2751 -0.0410 0.4879
H -16.296710 -8.850840 27.117140 -0.7789 -0.4305 -0.2022
H -14.993690 -9.077130 26.046460 0.3949 -0.0128 0.1282
H -14.984800 -9.720400 27.719480 0.3769 -0.4524 -0.3020
H -15.952990 -11.999890 28.157910 0.0281 0.3516 0.1117
H -17.065140 -12.791820 27.094670 0.0777 0.0350 -0.5723
H -17.546610 -11.278180 27.797380 0.1316 0.1767 0.1697
H -14.286040 -12.858540 26.885340 0.0914 -0.2645 -0.0035
C -7.772950 -9.776490 21.565940 1.0404 -0.6580 -0.1651
C -7.784800 -10.745080 22.774750 -0.4649 0.0341 -0.2773
C -8.071220 -9.980340 24.045900 -0.2623 1.1519 0.1685
C -8.949720 -11.757640 22.458980 0.2582 0.8169 -0.6072
C -8.514490 -12.750560 21.388840 1.3146 -1.6378 0.9159
C -7.123710 -13.433730 21.673670 -0.8715 0.2647 0.6094
C -5.973670 -12.439700 22.050210 -0.8602 -0.1460 -2.0758
C -4.860190 -13.214070 22.737050 0.2071 0.1191 0.4903
C -5.406340 -11.918710 20.669530 1.2642 0.0662 0.4271
N -6.470570 -11.418450 22.988070 -1.5924 -1.7846 -0.4730
O -5.453300 -10.583800 23.412550 0.0987 0.3477 0.2849
H -6.864290 -9.177480 21.505790 0.0275 0.5350 0.5579
H -7.615790 -10.385330 20.675590 -0.7443 0.0786 -0.2202
H -8.652600 -9.136770 21.494650 0.0863 -0.2234 0.0578
H -9.095040 -9.607200 24.071930 -0.3105 -0.3221 -0.1069
H -7.863600 -10.499480 24.981570 0.0662 -0.2209 -0.2642
H -7.503180 -9.050330 24.023220 0.3422 -0.0460 0.2889
H -9.531590 -12.056870 23.330750 1.0913 -1.2200 0.5390
H -9.814900 -11.242520 22.041600 0.3221 0.9854 -0.5892
H -9.238770 -13.554850 21.259820 -0.1594 0.0163 0.0627
H -8.347100 -12.360780 20.384770 -0.5293 0.7652 0.1550
H -6.947590 -14.013270 20.767450 0.7713 0.3380 -0.2251
H -7.141770 -14.234530 22.412920 -0.4958 0.2721 0.5686
H -3.905640 -12.691290 22.676730 0.0543 -0.1099 -0.2170
H -4.781840 -14.227210 22.342720 0.1638 0.0986 -0.1957
H -5.069110 -13.290560 23.804100 -0.2113 -0.0745 -0.0054
H -5.998320 -11.518120 19.846610 -0.7250 0.0343 0.5392
H -4.836400 -12.714690 20.190270 -0.1288 -0.4450 0.1576
H -4.608090 -11.201710 20.861350 -0.0402 0.4320 0.1201
H -5.394910 -9.866800 22.776850 0.2335 0.3995 -0.4001
C -16.934550 -0.654030 18.918430 -0.8286 0.0188 0.5251
C -16.249800 -1.866970 18.367530 1.3613 -0.8341 -2.3676
C -17.280140 -2.845290 17.751110 -0.6797 0.7982 0.4984
C -15.353220 -1.349030 17.144570 0.2700 -0.7575 -0.4024
C -14.308560 -2.340830 16.630920 -0.3105 -0.6098 2.1246
C -13.433850 -2.674670 17.850520 0.4614 -0.1851 -1.6605
C -14.225500 -3.316240 19.029080 0.2541 -0.2721 -0.4384
C -14.586060 -4.768940 18.726650 -0.2631 -0.7669 -0.3289
C -13.312820 -3.362850 20.219580 0.5173 0.1703 1.2365
N -15.400280 -2.551350 19.356630 0.1681 2.9506 -1.8347
O -16.151870 -2.971540 20.440290 0.3036 -0.5523 0.5514
H -16.284520 0.128170 19.310520 0.2696 -0.2154 -0.0676
H -17.541140 -0.224230 18.121300 -0.0502 0.1100 0.0218
H -17.609720 -0.973880 19.712130 -0.1039 0.1865 0.1117
H -18.036480 -3.116690 18.487580 0.3564 -0.5592 0.3925
H -17.917080 -2.306980 17.049230 0.3520 -0.0067 -0.5657
H -16.810170 -3.716280 17.294380 -0.1961 0.0857 0.0429
H -15.898560 -1.173290 16.217300 -1.0351 0.5457 0.5463
H -14.828310 -0.431790 17.411480 -0.0879 0.1194 0.1730
H -14.769550 -3.295750 16.378480 -0.3172 0.0838 -0.4621
H -13.757630 -1.995860 15.755960 0.0717 0.1809 0.1976
H -12.774170 -1.824960 18.026360 -0.5492 0.4708 1.0326
H -12.678210 -3.339760 17.432480 -0.0004 -0.9575 0.5849
H -15.336720 -5.158720 19.414160 -0.0279 0.3183 0.3604
H -13.726800 -5.427390 18.853970 0.1689 0.0171 -0.2997
H -15.039890 -4.935000 17.749630 0.3270 0.1218 -0.2136
H -13.753630 -3.914890 21.049670 0.0970 -0.7436 -0.2296
H -13.108560 -2.425490 20.737010 0.0646 0.6024 -0.6804
H -12.362820 -3.789010 19.897120 -0.0073 -0.2243 0.3810
H -15.661390 -2.497160 21.115570 -0.5318 -0.1168 0.7669
C -16.737940 -9.430200 17.816080 -0.2482 0.9953 -1.0770
C -16.146200 -8.482500 16.673960 1.4637 0.2017 0.3332
C -16.831170 -7.075120 16.471870 0.6556 -0.0710 -0.3846
C -14.615770 -8.150040 17.060130 -0.3703 -0.2265 -0.3782
C -13.625900 -9.267370 16.818320 -0.9606 -2.2310 -0.5269
C -13.721200 -9.773710 15.327290 -0.2504 1.6978 1.2786
C -15.194120 -10.122840 14.928630 2.4515 -0.5624 -2.0397
C -15.143290 -10.155940 13.349590 -0.2063 0.0146 -0.3595
C -15.461850 -11.508680 15.481390 -0.3094 -0.5910 0.3413
N -16.096870 -9.109820 15.350290 -0.2694 1.8301 0.3319
O -17.408900 -9.294600 14.907970 0.0092 -0.3694 -0.4485
H -15.947220 -9.785290 18.476970 -0.1464 0.0152 0.0384
H -17.518230 -8.905130 18.367040 0.2569 0.1226 0.2816
H -17.258020 -10.288310 17.390330 0.1741 -0.1329 -0.0834
H -16.251290 -6.603690 15.678400 0.6790 0.2021 0.3049
H -17.795430 -6.900460 15.994580 -0.5865 -1.2171 0.5923
H -16.785530 -6.463710 17.373090 0.0919 -0.1067 0.0756
H -14.180020 -7.327110 16.493550 -0.7475 0.6261 0.1054
H -14.562910 -7.982040 18.135810 -0.2045 0.6335 -0.0053
H -12.611800 -9.008370 17.122690 -0.0880 0.1796 -0.0974
H -13.963040 -10.042580 17.506420 0.4285 -0.5706 0.0651
H -13.054950 -10.564010 14.981410 -0.0925 -0.3420 0.5966
H -13.324260 -8.889870 14.827930 -0.4939 0.1645 -0.7722
H -16.070410 -10.270790 12.788010 -0.5043 -0.2028 0.6788
H -14.513050 -10.953820 12.956780 0.1930 -0.2648 0.4575
H -14.737670 -9.256030 12.887290 0.1878 0.3620 0.5965
H -16.451750 -11.836490 15.164000 -0.2836 -0.0854 0.5136
H -15.298840 -11.491260 16.559000 -0.6789 -0.0375 0.1535
H -14.809750 -12.327670 15.177870 0.3505 0.3940 -0.6223
H -17.706910 -10.081080 15.370830 -0.5231 -0.3871 0.1406
C -9.976180 -8.975340 15.512580 0.8447 0.2244 -0.0751
O -9.509510 -7.746820 16.161020 -1.1406 -0.7189 -0.2069
C -8.997440 -7.955620 17.472370 1.1746 -0.0605 0.1027
C -8.700050 -6.677740 18.258530 -0.2671 -0.6112 1.1084
C -8.174830 -7.007410 19.716370 -0.0526 0.2922 -1.0808
N -9.963060 -5.928970 18.434960 0.6020 -0.3305 -0.1355
H -10.940030 -9.388100 15.810450 -0.0765 0.5218 0.6454
H -9.246370 -9.777950 15.618790 0.2463 0.0171 0.3577
H -10.048140 -8.846180 14.432660 0.0751 0.7038 0.0928
H -9.628900 -8.594760 18.089510 -0.1741 -0.2686 -0.1355
H -8.000540 -8.383390 17.366050 0.0285 -0.7242 0.0663
H -7.989450 -6.066390 17.702290 0.2433 -0.1097 -0.0127
H -7.780710 -6.102210 20.178290 -0.2427 0.1855 0.0065
H -7.364760 -7.730000 19.815080 -0.0675 -0.1296 -0.5183
H -9.015470 -7.372780 20.306220 0.0422 0.0270 -0.0351
H -9.659400 -4.965710 18.437730 -0.6237 0.4397 0.0915
H -10.423050 -6.099650 17.552130 -0.5995 0.5043 -0.2824
O -11.196810 -5.851640 21.430490 -0.3404 0.1244 0.6418
C -11.738480 -7.094150 21.838080 0.1127 -0.7657 -0.2664
C -12.385530 -7.852330 20.682210 -1.0634 0.6445 0.8761
O -11.588740 -8.411040 19.722970 2.3021 -1.2173 -0.9345
H -10.703870 -5.972890 20.615690 0.1807 0.0085 -0.4586
H -11.004260 -7.716600 22.349540 0.6119 -0.2275 -0.3136
H -12.467210 -6.991600 22.642150 -0.3575 0.7631 -0.2703
H -12.974510 -7.165230 20.074680 -1.1442 0.2928 0.9247
H -12.916200 -8.698910 21.117850 -0.5914 0.2325 -0.0298
H -11.136720 -7.696940 19.267620 0.2132 0.2612 -0.2968
O -8.969400 -2.881870 25.580960 1.4636 0.2191 1.4844
C -9.468730 -2.558860 24.312190 -0.6216 -2.2392 0.4135
C -10.019440 -3.905670 23.649390 0.5827 0.8977 -1.1891
O -11.413760 -4.058960 23.646270 -0.6549 0.5756 0.6833
H -9.497220 -3.411560 26.182980 -0.6034 0.0708 -0.6023
H -10.189810 -1.753520 24.452060 -0.4372 -0.1672 -0.7123
H -8.570970 -2.181300 23.822740 -0.3002 -0.0502 -0.5027
H -9.568460 -4.810150 24.057600 0.3589 0.2989 0.8877
H -9.699940 -3.994960 22.611100 0.2654 0.5454 -0.2874
H -11.645860 -4.465580 22.808190 -0.0157 -0.1537 -0.1955
```
Positions in Å, forces in eV/Å.

These are the Löwdin partial charges, in e, on atoms 1 to 2:
1. C -0.04
2. C -0.48


Entry 2:
3 unconnected molecules or ions with the total composition C17H33BClN3O3Si in a non-equilibrium geometry. Source: the Open Molecules 2025 dataset; level of theory: wB97M-V/def2-TZVPD.

2S+1: 1
SMILES: CCB(O)[Si@](CN)(CCCCl)OC[C@@H](C)O.c1cc[nH]c1.c1cc[nH]c1
E_tot in eV: -49854.5253
HOMO in eV: -8.402
Total charge: 0

```
59
Properties=species:S:1:pos:R:3:forces:R:3
C 2.791876 0.096031 2.169946 -0.3295 -0.4347 -0.5766
C 2.075247 -0.436012 0.905210 0.1744 0.1848 -0.0129
B 1.592499 0.721095 -0.039124 0.3315 -0.4247 0.2098
O 2.544296 1.554348 -0.618871 -0.3001 0.6337 0.3795
Si -0.383684 0.897507 -0.428299 -0.0158 0.1972 0.2091
C -0.664308 0.273362 -2.196710 -0.8975 0.5114 -0.2404
N -1.882862 0.834530 -2.862479 0.4630 -0.2485 0.2745
C -1.011095 2.685662 -0.324961 0.3582 -0.2674 -0.1709
C -0.019422 3.744742 -0.815681 -0.5781 0.1912 0.1984
C 0.363884 3.564086 -2.250803 0.3084 0.2059 -0.2870
Cl 1.280606 4.998605 -2.827398 0.0421 -0.0206 -0.0520
O -1.155181 0.014507 0.776446 -0.0400 0.0199 -1.0864
C -2.361293 -0.677099 0.497926 -0.1698 0.0513 0.7892
C -2.194840 -2.169077 0.704434 0.5059 -0.2350 0.5512
C -1.259839 -2.813956 -0.285753 -0.0793 0.2551 -0.4099
O -1.672039 -2.305509 2.029936 -0.0976 -0.3127 0.1279
H 2.250852 0.935186 2.594037 0.0491 0.2323 0.2187
H 2.819489 -0.693723 2.906231 0.0970 -0.0864 0.3580
H 3.812265 0.361818 1.927727 0.1944 0.3325 0.1003
H 2.794740 -1.035697 0.343223 0.1090 -0.0978 -0.1459
H 1.267543 -1.101337 1.181792 -0.2863 -0.0802 0.1575
H 2.884216 2.235624 -0.016461 0.2148 -0.3928 -0.3820
H 0.190045 0.622300 -2.769831 0.3546 -0.0094 -0.0795
H -0.662204 -0.808372 -2.279866 0.1388 -0.2794 0.2122
H -2.541347 1.201973 -2.189912 -0.1470 -0.1090 -0.0927
H -2.329879 0.111855 -3.410048 -0.1710 0.1632 -0.0397
H -1.946325 2.831082 -0.862589 -0.2194 -0.1022 -0.0581
H -1.224345 2.890367 0.718453 -0.1182 -0.0537 0.3119
H 0.856396 3.784964 -0.181368 0.3353 -0.0718 0.1037
H -0.502331 4.713623 -0.727680 -0.0066 0.2666 0.0595
H 1.013169 2.716276 -2.410638 0.1702 -0.2072 0.0173
H -0.503538 3.469558 -2.887704 -0.2269 -0.0204 -0.1534
H -2.771380 -0.452194 -0.487246 0.0866 -0.0906 -0.2669
H -3.098699 -0.356777 1.229776 -0.1726 0.1850 0.1118
H -3.174298 -2.650280 0.681690 -0.2643 0.0883 -0.2552
H -1.093150 -3.863713 -0.076386 -0.0387 -0.2401 0.0480
H -0.304550 -2.306329 -0.274930 0.3171 0.0906 0.1274
H -1.654744 -2.711343 -1.295394 -0.0867 -0.1779 -0.1746
H -1.641017 -3.247138 2.254827 -0.0070 0.3316 -0.1112
C -4.558225 -5.008058 -4.751658 -0.0106 0.0110 -0.0173
C -4.128675 -5.697501 -3.585355 0.0056 -0.0055 0.0039
C -3.762118 -4.753171 -2.665336 0.0061 0.0310 0.0362
N -3.954553 -3.521444 -3.230006 0.0160 0.0189 0.0022
C -4.439926 -3.667592 -4.501484 0.0104 0.0127 0.0195
H -4.914051 -5.446799 -5.668358 -0.0013 -0.0040 -0.0053
H -4.093348 -6.763850 -3.439840 -0.0005 -0.0062 -0.0013
H -3.385553 -4.849837 -1.661555 0.0088 -0.0190 0.0014
H -3.768436 -2.644706 -2.779400 -0.0273 -0.0097 0.0045
H -4.659651 -2.810486 -5.114265 -0.0034 -0.0061 -0.0169
C 5.303081 2.546709 6.007863 -0.0086 -0.0025 0.0205
C 6.090487 2.554731 4.824985 0.0231 -0.0073 -0.0168
C 5.252904 2.834276 3.779135 -0.0433 -0.0027 -0.0173
N 3.991597 2.994436 4.284878 0.0099 0.0144 -0.0040
C 4.013073 2.821714 5.641794 -0.0233 -0.0038 -0.0228
H 5.645131 2.360330 7.011758 0.0041 -0.0001 0.0052
H 7.149822 2.375920 4.751216 0.0064 0.0008 0.0012
H 5.445575 2.932757 2.724615 0.0228 0.0000 -0.0014
H 3.174222 3.203241 3.742752 0.0037 0.0059 0.0238
H 3.113891 2.908784 6.226740 0.0033 -0.0058 0.0141
```
Positions in Å, forces in eV/Å.

These are the natural (NBO) partial charges, in e, on atoms 1 to 2:
1. C -0.59
2. C -0.81


Question: What is the total charge in the second record?
Answer: 0